# 1
{"formula": "C23H26N5PdS2", "method": "ωB97M-V/def2-TZVPD", "species": ["C", "C", "C", "H", "H", "H", "H", "C", "H", "C", "H", "C", "C", "H", "C", "C", "H", "H", "C", "H", "H", "H", "S", "C", "C", "H", "H", "H", "H", "H", "H", "C", "C", "N", "C", "H", "C", "H", "N", "C", "H", "H", "C", "H", "C", "H", "C", "S", "C", "H", "N", "H", "C", "N", "Pd", "C", "N"], "xyz": [[-11.0833, 14.5229, -5.8093], [-12.2407, 10.4155, -10.8102], [-10.1872, 13.8761, -1.5260], [-11.5128, 16.5374, -5.2213], [-10.7711, 8.4767, -8.0873], [-10.6583, 6.1368, -3.0019], [-9.6337, 15.9312, -1.1586], [-10.9956, 13.1804, -5.3090], [-11.7114, 13.6678, -10.0518], [-10.7132, 8.2800, -3.3929], [-14.6242, 6.5265, -5.7595], [-10.5923, 14.0048, -3.0502], [-10.1236, 7.0580, -3.3530], [-12.3942, 9.7551, -11.6648], [-8.1659, 8.0289, -4.3016], [-10.9149, 15.2733, -3.5512], [-8.4502, 10.0880, -4.8688], [-10.3741, 11.6862, -1.3079], [-8.8025, 6.9217, -3.8195], [-11.2829, 14.2203, 0.3047], [-11.3746, 6.3710, -6.9157], [-10.9314, 16.0762, -2.7986], [-13.5316, 9.0273, -5.8560], [-12.1289, 11.7951, -11.0032], [-11.6685, 12.0503, -8.6543], [-10.5402, 11.9182, -3.5706], [-8.3740, 14.9963, -1.7690], [-9.6351, 12.4898, 0.0867], [-8.7001, 12.3365, -1.4893], [-7.1279, 7.9468, -4.6500], [-9.7546, 8.0273, -6.7939], [-12.9384, 7.5036, -6.2507], [-10.7287, 12.9495, -3.9456], [-10.1174, 9.3556, -3.9266], [-11.8137, 12.5947, -9.9185], [-11.6662, 8.4561, -2.9084], [-12.0303, 9.8932, -9.5107], [-12.2763, 12.2918, -11.9561], [-11.2369, 12.2449, -6.3436], [-9.1917, 14.9448, -1.1166], [-11.8588, 15.2371, -1.0519], [-12.3878, 13.6159, -0.9443], [-9.6696, 12.4977, -1.0163], [-8.3032, 5.9701, -3.8303], [-8.9064, 9.2077, -4.4309], [-12.0707, 8.8058, -9.4117], [-11.5094, 14.2389, -0.7683], [-11.3044, 14.5777, -7.5567], [-11.1589, 15.5608, -4.8685], [-13.4220, 5.5079, -6.3757], [-11.6240, 7.3127, -6.6473], [-8.9160, 14.8105, -0.0873], [-11.7153, 10.6473, -8.4146], [-10.7187, 8.3159, -7.0675], [-11.4481, 10.2417, -6.3893], [-11.4016, 12.8540, -7.5133], [-13.7585, 6.4411, -6.2631]], "mulliken_spin": [0.007, 0.029, 0.000, 0.001, -0.005, 0.000, 0.000, -0.022, 0.003, 0.008, 0.001, 0.011, -0.002, 0.001, 0.001, -0.002, 0.004, 0.000, 0.006, 0.000, -0.001, 0.000, 0.191, -0.018, -0.068, -0.013, 0.000, 0.000, 0.000, 0.000, -0.006, 0.004, 0.012, -0.013, 0.021, 0.002, -0.127, -0.001, 0.023, 0.000, 0.000, 0.000, 0.000, 0.000, -0.002, 0.011, 0.000, 0.012, 0.001, -0.001, -0.004, 0.000, 0.477, 0.093, 1.284, 0.075, 0.006], "total_energy_ev": -56866.4517, "spin_multiplicity": 3, "total_charge": 1, "homo_lumo_gap_ev": [7.04, 6.35], "s2": 2.0087, "e_above_lowest_ev": 0.0000, "e_lumo_ev": [-2.7, -4.2]}



# 2
{"formula": "C23H27BaN7O2Se2", "method": "ωB97M-V/def2-TZVPD", "species": ["H", "Se", "C", "H", "N", "H", "C", "H", "N", "O", "C", "N", "Ba", "C", "H", "H", "C", "H", "C", "C", "H", "H", "N", "C", "C", "H", "C", "C", "C", "C", "H", "H", "C", "H", "N", "Se", "H", "H", "O", "C", "C", "H", "H", "H", "C", "C", "H", "C", "C", "H", "H", "H", "N", "H", "C", "N", "C", "H", "H", "C", "H", "H"], "xyz": [[-1.2867, 1.6969, 3.5568], [-1.6929, -2.4045, -1.4873], [-0.0585, -2.6038, -2.3860], [-2.5026, -4.2746, 3.8738], [-1.3792, 4.9805, -3.0900], [1.8788, 0.9871, 7.2904], [3.3617, -3.6902, -2.7733], [1.9154, -1.8668, -5.9377], [-0.8748, -2.0110, 4.3457], [0.1568, 0.0161, 1.7605], [0.6912, 2.4170, 6.2187], [0.7414, 3.8977, -3.2221], [-0.1076, 1.0199, -0.4858], [-2.5910, 4.7779, -2.3210], [0.9961, 3.2498, 6.8385], [-1.9193, 6.7603, -4.0040], [-0.0919, 0.2921, 4.6420], [4.2345, -2.7385, -5.9131], [0.8030, 0.0760, 5.6814], [2.0616, -3.2090, -2.8088], [1.2007, -0.9164, 5.8514], [-0.5231, -1.8793, -5.5421], [-0.8750, 3.3195, -1.6643], [-1.1832, 5.9671, -4.1218], [4.1195, -3.5127, -3.9168], [-0.9370, -2.5266, 6.3871], [-0.9702, -2.8843, 3.3133], [-0.4537, 4.0742, -2.6954], [3.5993, -2.8765, -5.0483], [-0.1890, 2.6230, 5.1657], [-0.1928, 6.4168, -4.0329], [-1.2914, 5.5506, -5.1277], [2.3025, -2.3974, -5.0800], [5.1436, -3.8617, -3.9336], [-0.4950, -0.7887, 3.8158], [1.6079, 0.7852, -2.8372], [-1.4493, -4.7971, 2.5631], [-0.8607, -4.8144, 4.2345], [-2.8343, 3.1145, -0.5197], [-1.4722, -4.2704, 3.5136], [-0.6241, -1.4760, -4.5351], [-1.8515, -1.0805, 5.9262], [1.1561, 2.9033, -3.0604], [-0.2836, -0.4371, -4.4798], [-0.5946, 1.5582, 4.3758], [-0.2537, -0.9285, 2.4634], [-0.5715, 3.6139, 4.9603], [-1.5705, -2.0844, 5.6190], [-0.5733, -2.2813, 2.1518], [0.9400, 4.3490, -4.1009], [1.0650, -3.5463, -0.9317], [-0.5690, -2.7313, 1.1734], [0.2225, -2.2499, -3.6456], [-3.4207, 4.4355, -2.9445], [1.5398, -2.5855, -3.9370], [1.0369, -3.2063, -1.8760], [1.1828, 1.1462, 6.4773], [3.7719, -4.1668, -1.8930], [-1.6512, -1.5761, -4.1964], [-2.1521, 3.6529, -1.3813], [-2.4773, -2.6751, 5.5035], [-2.9044, 5.6678, -1.7724]], "lowdin_charge": [0.124, 0.517, -0.777, 0.084, -0.101, 0.106, -0.013, 0.113, -0.062, -0.317, -0.081, 0.158, 1.366, -0.039, 0.105, 0.089, -0.205, 0.101, -0.016, -0.186, 0.120, 0.091, -0.048, -0.037, -0.090, 0.094, -0.254, -0.436, -0.082, -0.065, 0.090, 0.092, -0.008, 0.100, 0.050, -0.440, 0.090, 0.093, -0.005, -0.003, -0.060, 0.098, -0.135, 0.014, 0.000, -0.422, 0.109, 0.010, 0.052, 0.098, 0.145, 0.042, -0.092, 0.136, -0.206, 0.121, -0.073, 0.109, 0.049, -0.536, 0.089, 0.133], "total_energy_ev": -170203.9075, "spin_multiplicity": 1, "homo_lumo_gap_ev": 5.34, "e_lumo_ev": 0.2}



# 3
{"formula": "C23H27BrN4O11P2S5Ti", "method": "ωB97M-V/def2-TZVPD", "species": ["H", "H", "C", "H", "C", "C", "H", "C", "H", "H", "O", "H", "H", "N", "C", "H", "N", "Ti", "Br", "H", "S", "C", "O", "O", "H", "P", "H", "H", "O", "C", "C", "H", "C", "O", "S", "H", "C", "H", "H", "O", "O", "O", "C", "O", "C", "N", "N", "H", "C", "H", "C", "H", "C", "C", "C", "O", "H", "H", "C", "O", "H", "H", "C", "S", "H", "H", "P", "S", "H", "C", "C", "C", "C", "S"], "xyz": [[-3.2591, 3.5627, -0.9294], [-0.4048, 4.0715, 4.3733], [-1.7845, -2.0125, -1.4659], [-0.7791, 0.9478, -3.6640], [-1.5935, 1.5368, -1.4891], [0.3039, 3.3827, 3.9113], [2.0598, -5.2909, -1.1834], [-2.0908, 2.6164, -2.4225], [3.9715, 0.8201, 1.1038], [1.7675, -7.6184, -0.3655], [-0.8421, 1.7071, -4.2854], [5.7169, 1.0726, 1.4347], [1.3475, -3.1477, 0.8417], [-1.7905, 0.2341, -2.0997], [0.9274, -6.9359, -0.3929], [-1.7313, 3.6818, -5.6165], [0.8115, -2.2964, 2.5357], [-1.7751, -0.0058, 0.7413], [-3.7274, -1.7473, 0.7160], [4.4720, 2.0473, 2.2716], [7.0416, 0.4810, -4.8038], [3.9493, 1.0262, -1.8754], [-0.9758, 3.4543, 1.8704], [-2.2285, 1.5473, -0.2468], [-2.7651, 0.1671, -2.3919], [-1.8454, 1.6421, 3.5217], [1.1125, 3.9549, 3.4537], [-0.4892, -8.3560, 0.3777], [-1.5522, 0.7089, 4.6520], [6.0242, 0.8445, -3.5394], [-0.3357, -7.3440, 0.0192], [1.6232, -2.2105, 3.1226], [4.7432, 1.5507, 1.3412], [-2.5716, 1.1271, 2.2779], [4.7764, 2.8251, 0.0537], [-0.5100, 1.6503, -1.3465], [-2.9195, 4.6701, -4.1096], [-1.4828, -2.2498, -2.4800], [1.5494, -1.4858, 0.8656], [1.4553, 0.5260, 3.0468], [-0.3029, -1.5058, 4.3376], [-1.1742, -1.1811, 2.3026], [-2.0804, 3.6778, -4.5911], [1.8168, 2.4241, 1.3423], [-0.2559, -1.6171, 3.0320], [0.9802, -2.2690, 1.1538], [-1.6238, -0.6849, -1.0471], [-3.2337, 5.4699, -4.7707], [-2.4235, -4.2693, -0.4785], [-0.9184, -0.6847, 4.5478], [-3.3573, 4.6416, -2.7939], [-3.3613, -4.7282, -0.1808], [-1.4037, -6.4648, -0.0149], [-0.3964, 2.5527, 2.8461], [-1.2603, -5.1429, -0.4630], [-2.7420, 2.8510, 4.1061], [-2.3812, -6.7950, 0.3209], [0.7181, 2.7269, 4.6774], [-1.6612, 2.6466, -3.7570], [0.0419, 0.7132, 0.9086], [2.1461, 2.0712, 0.4607], [-4.0143, 5.4148, -2.4155], [4.9230, 1.8477, -1.3872], [4.4361, 0.2093, -3.3619], [0.1637, -3.7457, -1.2604], [-2.8924, 3.4922, 3.3791], [0.8193, 1.4158, 2.0475], [6.4277, 1.9179, -2.2708], [-1.3596, 2.9293, 1.1485], [1.0867, -5.6321, -0.8478], [-2.9380, 3.6111, -1.9621], [-2.4056, -2.9531, -0.7239], [0.0150, -4.7556, -0.8937], [2.4124, 0.6608, -1.2149]], "lowdin_charge": [0.113, 0.074, -0.216, 0.091, -0.406, -0.072, 0.098, -0.086, -0.001, 0.085, 0.052, 0.032, 0.067, -0.006, -0.127, 0.109, 0.021, 0.925, 0.517, 0.034, 0.402, -1.162, -0.070, -0.267, 0.142, 0.415, 0.080, 0.089, -0.261, -1.553, -0.119, 0.141, -0.397, -0.382, 0.795, 0.133, -0.113, 0.121, 0.057, -0.263, 0.100, -0.135, -0.030, -0.200, -0.569, 0.083, -0.225, 0.091, -0.150, 0.084, -0.108, 0.087, -0.064, -0.564, -0.223, -0.136, 0.100, 0.084, -0.274, -0.406, -0.050, 0.089, -1.033, 0.877, 0.098, 0.085, 0.371, 0.863, 0.057, -0.108, -0.023, -0.374, -0.055, 0.564], "total_energy_ev": -218696.1562, "spin_multiplicity": 1, "total_charge": -2, "homo_lumo_gap_ev": 6.36, "e_above_lowest_ev": 0.5602, "e_lumo_ev": 4.0}